# 1
{
  "formula": "C30H23IrN4O3S4Te",
  "method": "wB97M-V/def2-TZVPD",
  "multiplicity": 2,
  "charge": -1,
  "e_lumo_ev": [2.263, 0.687],
  "total_energy_ha": -3567.0990,
  "s_squared": 0.7659,
  "fmax_ev_per_a": 1.00,
  "homo_lumo_gap_ha": [0.242, 0.186],
  "de_lowest_ev": 0.2104,
  "symbols": ["Ir", "O", "C", "N", "C", "C", "C", "C", "C", "C", "N", "C", "O", "C", "C", "C", "C", "C", "N", "C", "C", "C", "C", "C", "N", "H", "H", "H", "H", "H", "H", "H", "H", "H", "H", "H", "H", "O", "C", "S", "C", "C", "S", "S", "S", "C", "C", "C", "C", "C", "C", "Te", "C", "C", "C", "H", "H", "H", "H", "H", "H", "H", "H", "H", "H", "H"],
  "xyz": [[0.99475, -0.25703, 0.47408], [1.00837, -2.13876, 4.23411], [0.47640, -1.67158, 3.22405], [0.89941, -0.59096, 2.55826], [1.77308, 0.29204, 3.24368], [1.70007, 0.54513, 4.60933], [2.56653, 1.44174, 5.20687], [3.52833, 2.10011, 4.45835], [3.60899, 1.88913, 3.09312], [2.72812, 0.99893, 2.48076], [2.66709, 0.74246, 1.10646], [3.38084, 1.36496, 0.16514], [4.28785, 2.18789, 0.28361], [2.98652, 0.90306, -1.23612], [3.80028, 1.20442, -2.31537], [3.47561, 0.70807, -3.56559], [2.34586, -0.09234, -3.68263], [1.57994, -0.34638, -2.56417], [1.87169, 0.15652, -1.36942], [-0.74228, -2.44692, 2.73923], [-0.78804, -3.79759, 3.09430], [-1.90207, -4.53939, 2.77087], [-2.95493, -3.91773, 2.12109], [-2.82756, -2.57680, 1.81555], [-1.75432, -1.84526, 2.11173], [0.96303, 0.02969, 5.20753], [2.48707, 1.62081, 6.27221], [4.21069, 2.79422, 4.93279], [4.32689, 2.41440, 2.48384], [4.66348, 1.82430, -2.11984], [4.09082, 0.92745, -4.42774], [2.04899, -0.52299, -4.62832], [0.68748, -0.95770, -2.62157], [0.05731, -4.22580, 3.61091], [-1.95389, -5.59176, 3.02157], [-3.85397, -4.45923, 1.86086], [-3.62570, -2.05141, 1.30410], [-1.08809, -6.34672, -1.82398], [-0.71674, -5.28235, -1.41903], [0.87796, -5.01600, -0.68486], [0.69310, -3.30365, -0.37188], [-0.52929, -2.74026, -0.73836], [-0.90879, -1.11230, -0.46947], [-1.70064, -3.80781, -1.48535], [1.96271, -2.44942, 0.36866], [-3.82072, 2.39550, -4.54460], [-3.00840, 2.32381, -3.28065], [-1.73689, 2.86597, -3.20888], [-0.97725, 2.81405, -2.04086], [0.38650, 3.44934, -2.05727], [-1.49691, 2.18846, -0.90520], [-0.35934, 2.01479, 0.89563], [-2.80212, 1.67619, -0.94812], [-3.46243, 1.05482, 0.24912], [-3.52754, 1.74001, -2.13222], [-3.20272, 2.69025, -5.39243], [-4.62900, 3.12468, -4.45153], [-4.27649, 1.43169, -4.77552], [-1.31603, 3.34951, -4.08445], [0.48512, 4.11458, -2.91527], [1.17412, 2.69365, -2.12763], [0.57773, 4.00952, -1.14276], [-2.98024, 0.11575, 0.52402], [-4.51461, 0.86300, 0.03938], [-3.38585, 1.70142, 1.12448], [-4.52991, 1.32582, -2.15456]],
  "forces_ev_per_a": [[0.31, -0.30, 0.47], [-0.14, 0.17, 0.16], [-0.01, -0.70, 0.06], [-0.47, 0.75, -0.47], [0.33, 0.17, -0.21], [-0.14, -0.09, 0.01], [0.03, 0.04, 0.14], [0.04, 0.06, 0.04], [0.01, 0.01, -0.10], [-0.22, -0.14, 0.13], [-0.01, -0.10, -0.35], [-0.08, -0.05, -0.19], [0.07, -0.05, -0.06], [0.09, 0.02, 0.33], [-0.11, 0.02, 0.07], [-0.16, -0.08, 0.10], [0.20, 0.10, -0.13], [-0.42, -0.11, -0.21], [0.20, 0.36, 0.40], [-0.11, 0.00, -0.10], [0.17, 0.07, -0.15], [0.01, -0.19, 0.02], [-0.11, 0.01, -0.03], [-0.02, 0.11, 0.09], [0.25, -0.06, 0.38], [0.03, -0.01, -0.04], [0.01, 0.01, 0.01], [0.00, 0.01, 0.01], [0.00, -0.02, 0.01], [0.02, 0.00, -0.01], [0.01, 0.00, -0.01], [0.01, 0.01, -0.02], [0.03, 0.04, 0.03], [0.01, 0.02, 0.03], [0.00, -0.01, 0.01], [-0.02, 0.01, -0.05], [-0.07, 0.03, -0.05], [-0.06, -0.18, -0.07], [0.03, 0.17, 0.09], [-0.03, 0.08, 0.00], [-0.29, 0.19, -0.03], [0.44, 0.00, 0.07], [0.05, -0.37, -0.21], [0.06, -0.02, 0.00], [-0.05, 0.01, -0.14], [-0.01, 0.01, -0.01], [-0.01, -0.03, 0.07], [0.00, 0.00, -0.02], [0.13, 0.07, -0.08], [0.10, -0.07, -0.03], [0.02, -0.08, 0.16], [0.19, 0.04, -0.10], [-0.13, -0.05, -0.03], [-0.03, 0.01, 0.13], [0.03, 0.06, -0.08], [0.01, 0.01, -0.02], [0.00, 0.00, 0.00], [-0.01, -0.02, 0.00], [0.01, 0.01, -0.03], [0.01, 0.02, -0.04], [-0.04, 0.04, 0.03], [0.00, -0.01, -0.02], [-0.02, 0.04, 0.08], [-0.06, -0.03, 0.00], [-0.02, -0.02, -0.03], [-0.04, -0.02, 0.00]],
  "mulliken_spin": [0.10, 0.00, 0.00, 0.02, 0.01, 0.00, 0.00, 0.00, 0.00, -0.02, 0.01, -0.01, 0.00, 0.00, 0.00, 0.00, 0.01, 0.01, 0.00, 0.00, 0.00, 0.00, 0.00, 0.00, 0.01, 0.00, 0.00, 0.00, 0.00, 0.00, 0.00, 0.00, -0.01, 0.00, 0.00, 0.00, 0.00, 0.02, 0.01, 0.01, 0.13, 0.04, 0.37, 0.00, 0.28, 0.00, 0.00, -0.01, 0.01, 0.00, 0.00, 0.00, 0.01, -0.01, -0.01, 0.00, 0.00, 0.00, 0.00, 0.00, 0.00, 0.00, 0.00, 0.00, 0.00, 0.00]
}

***

# 2
{
  "formula": "C30H23MnN3O3S",
  "method": "wB97M-V/def2-TZVPD",
  "multiplicity": 6,
  "charge": -2,
  "e_lumo_ev": [4.098, 4.085],
  "total_energy_ha": -3096.0419,
  "s_squared": 9.2360,
  "fmax_ev_per_a": 3.10,
  "homo_lumo_gap_ha": [0.132, 0.219],
  "symbols": ["Mn", "O", "C", "O", "C", "C", "C", "N", "C", "C", "C", "C", "C", "C", "C", "N", "C", "C", "C", "C", "C", "N", "H", "H", "H", "H", "H", "H", "H", "H", "H", "H", "C", "C", "C", "C", "C", "C", "C", "H", "H", "H", "H", "H", "C", "S", "O", "C", "C", "C", "C", "C", "C", "H", "H", "H", "H", "H", "H", "H", "H"],
  "xyz": [[12.87590, 7.39181, 10.71892], [6.79114, 4.64812, 11.81736], [6.89013, 5.79716, 11.34452], [5.92180, 6.52191, 10.96212], [8.25787, 6.38202, 11.17984], [8.76151, 6.68385, 9.90385], [10.11300, 7.05448, 9.74404], [10.89556, 7.35989, 10.80963], [10.36795, 7.27584, 12.03206], [9.12369, 6.68163, 12.28320], [11.34989, 7.55640, 13.08559], [11.03600, 7.70380, 14.46081], [12.07850, 7.79042, 15.38361], [13.39541, 7.62588, 14.93900], [13.62486, 7.54049, 13.60366], [12.65071, 7.64981, 12.66644], [10.83710, 7.24324, 8.51285], [10.33167, 7.31136, 7.21308], [11.21537, 7.47325, 6.15038], [12.58876, 7.55293, 6.39506], [12.99819, 7.56998, 7.73604], [12.20164, 7.33890, 8.79011], [8.13843, 6.46442, 9.02716], [8.83935, 6.44795, 13.33031], [10.02632, 7.74289, 14.75074], [11.96183, 7.81847, 16.45503], [14.18582, 7.49345, 15.63098], [14.63729, 7.43276, 13.20541], [9.26983, 7.32863, 6.99959], [10.86149, 7.48909, 5.12124], [13.36227, 7.54816, 5.59421], [14.07808, 7.64171, 7.94800], [14.55442, 7.37543, 10.62820], [15.84315, 6.93485, 10.67876], [16.89239, 7.88244, 10.63637], [18.22280, 7.46342, 10.72100], [18.51718, 6.11368, 10.95444], [17.49990, 5.17303, 11.06669], [16.20441, 5.51720, 10.84638], [16.66298, 8.95212, 10.56799], [19.07561, 8.15194, 10.55806], [19.57192, 5.85086, 11.12894], [17.75296, 4.12028, 11.32514], [15.38776, 4.77748, 10.87415], [6.79525, 12.28242, 12.87614], [8.04377, 11.33174, 11.99784], [9.09288, 12.26078, 11.53849], [7.15587, 10.70340, 10.58608], [6.58462, 9.43158, 10.54810], [5.88202, 9.02619, 9.39197], [5.68322, 9.94336, 8.36783], [6.24792, 11.17874, 8.42788], [7.09242, 11.51796, 9.46503], [6.09966, 11.64918, 13.42266], [6.34188, 12.87305, 12.05469], [7.26884, 12.95795, 13.61808], [6.61747, 8.80664, 11.40646], [5.46820, 7.98532, 9.36321], [5.12223, 9.61116, 7.49021], [6.00286, 11.87538, 7.63008], [7.68390, 12.42036, 9.43059]],
  "forces_ev_per_a": [[-2.79, 1.28, -0.45], [0.54, 0.14, 0.10], [-1.72, -0.48, 0.02], [0.65, 0.00, 0.07], [2.03, 1.08, 0.42], [-0.44, -0.61, 0.04], [-0.29, 0.73, -0.96], [-0.79, -0.47, -0.02], [0.74, -0.67, 2.20], [-1.48, -0.11, -0.16], [-1.91, 0.17, 0.39], [2.05, 0.03, -0.11], [-1.47, -0.35, -0.22], [0.22, -0.22, -0.88], [0.66, 0.46, -0.38], [1.20, -0.68, -0.21], [-0.58, -0.57, 1.59], [0.71, 0.39, -1.21], [-1.21, -0.45, 0.01], [1.58, 0.20, 0.87], [0.87, -0.81, -1.12], [1.27, 0.74, -1.49], [0.34, 0.17, 0.36], [0.09, 0.15, -0.98], [-1.11, 0.01, 0.39], [-0.64, 0.23, 0.15], [0.74, 0.02, 0.48], [-0.34, 0.03, 0.08], [-0.02, -0.19, 0.32], [-0.17, 0.08, 0.20], [-0.78, 0.24, 0.72], [-0.65, 0.02, 0.10], [1.29, -1.26, -0.32], [0.37, -0.48, 0.17], [1.87, 0.40, -0.03], [-0.46, 0.16, -0.28], [1.54, 0.42, 0.29], [0.33, -1.15, 0.08], [-1.33, 0.81, 0.09], [-0.01, -0.45, -0.14], [-0.72, -0.22, 0.35], [-0.55, -0.10, -0.17], [-0.19, 0.77, -0.33], [0.48, 0.43, 0.05], [-0.25, 1.19, -0.81], [1.04, -2.34, 1.49], [-0.02, 1.01, -0.49], [-0.37, 0.10, -0.65], [-0.51, 0.72, -0.62], [-0.09, -0.67, 0.76], [-0.58, -1.87, 0.00], [0.39, 1.10, -0.68], [-0.28, 0.56, 0.16], [-0.12, -0.19, -0.40], [-0.31, -0.04, 0.83], [0.11, -0.50, -0.65], [0.12, -0.75, 0.39], [0.56, 1.13, 0.17], [0.01, 0.31, 0.25], [0.49, 0.08, 0.01], [-0.11, 0.28, 0.15]],
  "mulliken_spin": [3.35, 0.00, -0.02, 0.00, -0.04, 0.21, 0.05, 0.13, -0.01, 0.25, 0.32, -0.20, 0.27, 0.03, 0.07, 0.14, 0.26, -0.08, 0.14, 0.16, 0.02, 0.14, 0.02, 0.02, -0.01, 0.03, 0.00, 0.05, 0.02, 0.02, 0.01, -0.01, -0.65, -0.04, 0.11, -0.10, 0.23, -0.09, 0.13, 0.01, -0.01, 0.02, -0.01, 0.02, 0.00, 0.01, 0.00, -0.01, 0.02, 0.00, -0.01, 0.00, 0.00, 0.00, 0.00, 0.00, 0.00, 0.00, 0.00, 0.00, 0.00]
}